<1>
Molecular formula: C19H21N3O4
Method: DFT, ωB97M-V/def2-TZVPD

Values from the calculation:
Kohn-Sham gap	4.6	eV
E_HOMO	-6.5	eV
spin multiplicity	1

Structure (XYZ):
```
47
C19H21N3O4 | the Open Molecules 2025 dataset | ωB97M-V/def2-TZVPD
O 3.382 2.128 1.349
N 2.511 3.023 1.404
O 2.726 4.199 1.013
C 1.212 2.752 1.917
C 0.284 3.803 1.907
C -1.031 3.568 2.318
C -1.404 2.301 2.759
C -0.466 1.210 2.791
C -0.857 -0.102 3.214
N -0.002 -1.163 3.218
O -0.434 -2.333 3.511
O 1.228 -1.015 2.938
C 0.847 1.475 2.373
H 0.618 4.783 1.571
H -1.747 4.396 2.281
H -2.426 2.103 3.094
H -1.874 -0.305 3.547
H 1.556 0.655 2.418
C 2.229 -2.592 -2.640
C 2.014 -3.798 -1.728
C 1.345 -3.440 -0.406
N 0.199 -2.532 -0.581
C -0.884 -2.765 0.135
C -2.196 -2.306 -0.184
C -2.662 -2.057 -1.503
C -3.904 -1.451 -1.698
C -4.750 -1.213 -0.596
C -4.342 -1.580 0.701
C -3.083 -2.109 0.903
C 0.390 -1.344 -1.436
C 0.976 -1.732 -2.788
H 3.033 -1.978 -2.217
H 2.563 -2.931 -3.625
H 1.400 -4.555 -2.231
H 2.972 -4.277 -1.507
H 0.966 -4.348 0.086
H 2.065 -2.958 0.276
H -0.759 -3.392 1.024
H -2.035 -2.323 -2.359
H -4.216 -1.159 -2.706
H -5.733 -0.757 -0.753
H -5.025 -1.452 1.550
H -2.711 -2.358 1.902
H -0.562 -0.820 -1.566
H 1.082 -0.657 -0.915
H 1.215 -0.823 -3.349
H 0.213 -2.259 -3.373
```

***

<2>
Molecular formula: C19H21N3O4
Method: DFT, ωB97M-V/def2-TZVPD

Values from the calculation:
Kohn-Sham gap	8.6	eV
E_HOMO	-8.3	eV
spin multiplicity	1
SMILES	O=C(Cn1nc(-c2ccccc2)ccc1=O)N1CCC2(CC1)OCCO2

Structure (XYZ):
```
47
C19H21N3O4 | the Open Molecules 2025 dataset | ωB97M-V/def2-TZVPD
O -0.316 -1.543 -1.559
C -0.927 -1.780 -0.540
N -2.278 -1.732 -0.469
C -3.058 -1.838 0.741
H -4.033 -2.243 0.454
C -3.236 -0.454 1.387
H -2.465 -0.260 2.132
H -4.210 -0.364 1.868
C -3.128 0.641 0.317
C -3.766 0.148 -0.998
C -2.993 -1.064 -1.541
H -3.680 -1.771 -2.018
H -2.242 -0.757 -2.271
H -4.804 -0.103 -0.777
H -3.764 0.954 -1.731
O -1.772 0.988 0.150
C -1.723 2.341 -0.236
H -0.852 2.792 0.243
C -3.061 2.927 0.264
H -3.627 3.398 -0.548
O -3.767 1.816 0.778
H -2.930 3.645 1.076
H -1.625 2.432 -1.325
H -2.598 -2.538 1.437
C -0.201 -2.206 0.744
N 1.221 -2.161 0.503
N 1.728 -0.953 0.433
C 2.974 -0.775 0.096
C 3.800 -1.893 -0.224
C 3.279 -3.139 -0.143
C 1.901 -3.348 0.244
O 1.339 -4.424 0.364
H 3.849 -4.022 -0.388
H 4.817 -1.737 -0.552
C 3.439 0.613 0.034
C 2.508 1.627 -0.195
C 2.914 2.945 -0.264
C 4.252 3.272 -0.104
C 5.181 2.272 0.130
C 4.780 0.950 0.199
H 5.513 0.183 0.402
H 6.223 2.523 0.262
H 4.570 4.302 -0.161
H 2.189 3.725 -0.447
H 1.473 1.353 -0.324
H -0.452 -3.236 1.009
H -0.442 -1.508 1.547
```

***

<3>
Molecular formula: C19H21N3O4
Method: DFT, ωB97M-V/def2-TZVPD

Values from the calculation:
Kohn-Sham gap	8.5	eV
E_HOMO	-8.4	eV
spin multiplicity	1
SMILES	CCc1cc(=O)oc2cc(OCC(=O)NCCCn3ccnc3)ccc12

Structure (XYZ):
```
47
C19H21N3O4 | the Open Molecules 2025 dataset | ωB97M-V/def2-TZVPD
C -4.537 -2.125 -0.490
H -3.830 -2.949 -0.449
H -5.285 -2.345 -1.248
H -5.034 -2.054 0.475
C -3.831 -0.806 -0.816
C -2.785 -0.492 0.207
C -3.014 0.422 1.178
C -2.044 0.758 2.194
O -2.183 1.586 3.060
O -0.852 0.074 2.153
C -0.577 -0.817 1.179
C 0.715 -1.341 1.179
C 1.112 -2.182 0.154
C 0.179 -2.572 -0.818
C -1.099 -2.075 -0.796
C -1.506 -1.158 0.183
H -1.787 -2.369 -1.570
H 0.501 -3.250 -1.592
O 2.384 -2.637 -0.025
C 3.413 -2.106 0.782
C 3.660 -0.597 0.601
O 4.244 0.046 1.445
N 3.172 -0.100 -0.551
H 2.795 -0.757 -1.217
C 3.300 1.279 -0.988
H 4.346 1.487 -1.244
H 2.695 1.388 -1.890
C 2.859 2.301 0.065
H 3.576 2.289 0.885
H 2.875 3.288 -0.402
C 1.479 2.032 0.673
N 0.391 2.084 -0.269
C 0.051 1.157 -1.195
N -1.027 1.484 -1.855
C -1.416 2.680 -1.342
C -0.552 3.068 -0.360
H -0.535 3.931 0.273
H -2.288 3.180 -1.711
H 0.598 0.250 -1.348
H 1.487 1.048 1.146
H 1.283 2.776 1.448
H 4.319 -2.637 0.474
H 3.248 -2.308 1.846
H 1.380 -1.045 1.974
H -3.942 0.969 1.232
H -4.567 -0.001 -0.828
H -3.372 -0.855 -1.803
```

***

<4>
Molecular formula: C19H21N3O4
Method: DFT, ωB97M-V/def2-TZVPD

Values from the calculation:
Kohn-Sham gap	8.0	eV
E_HOMO	-7.9	eV
spin multiplicity	1

Structure (XYZ):
```
47
C19H21N3O4 | the Open Molecules 2025 dataset | ωB97M-V/def2-TZVPD
C 3.134 3.611 -1.116
H 3.216 3.164 -2.199
C 1.843 3.706 -0.627
H 1.769 3.971 0.397
H 1.021 4.032 -1.357
O 1.065 2.216 -0.530
C 1.389 1.374 0.589
O 2.217 1.849 1.177
C 0.698 0.227 0.215
C -0.594 0.258 0.255
C -1.489 -0.623 0.134
C -0.916 -1.968 -0.117
C 0.583 -2.350 -0.095
C 1.406 -0.962 0.231
N 2.760 -1.179 0.012
C 3.501 -0.843 1.426
H 3.170 -0.123 1.869
C 4.946 -0.520 0.911
O 5.672 -1.437 0.067
C 4.744 -1.862 -0.852
C 3.308 -2.306 -0.632
H 2.648 -2.445 -1.273
H 3.409 -3.073 0.168
H 5.214 -2.702 -1.273
H 4.708 -0.900 -1.923
H 5.719 -0.239 1.670
H 4.951 0.236 0.178
H 3.664 -1.506 1.960
H 0.927 -3.182 0.037
H -1.378 -2.994 -0.066
N -2.816 -0.660 0.022
C -3.678 0.283 0.094
O -3.242 1.482 0.460
C -5.121 -0.154 0.083
C -6.049 0.663 0.836
C -7.322 0.644 0.761
C -7.720 -0.587 -0.290
N -6.891 -1.275 -0.573
C -5.622 -0.972 -0.720
H -5.074 -1.472 -1.287
H -8.706 -0.949 -0.071
H -8.239 1.075 1.516
H -5.750 1.482 1.497
H -3.322 -1.811 -0.024
H -1.200 1.335 0.272
H 3.910 2.967 -0.583
H 3.537 4.520 -1.224
```

***

Stability ranking, top and bottom: <3> is the most stable and <4> is the least stable.

***

<1>
Molecular formula: C5H5N5
Method: DFT, ωB97M-V/def2-TZVPD

Values from the calculation:
Kohn-Sham gap	8.8	eV
E_HOMO	-8.1	eV
spin multiplicity	1
SMILES	Nc1ncc2nc[nH]c2n1

Structure (XYZ):
```
15
C5H5N5 | the Open Molecules 2025 dataset | ωB97M-V/def2-TZVPD
C -1.622 -0.077 -0.017
C -0.192 1.692 -0.100
C 0.887 0.805 0.027
C 2.696 -0.216 0.061
C 0.520 -0.540 -0.006
H -3.682 0.166 0.335
H -3.165 -1.495 -0.002
H 0.103 2.780 -0.167
H 3.731 -0.481 -0.038
H 1.880 -2.229 -0.012
N -2.914 -0.508 0.065
N -1.481 1.277 -0.019
N 2.212 1.051 0.048
N 1.730 -1.191 -0.030
N -0.702 -1.035 -0.144
```

***

<2>
Molecular formula: C5H5N5
Method: DFT, ωB97M-V/def2-TZVPD

Values from the calculation:
Kohn-Sham gap	10.6	eV
E_HOMO	-10.5	eV
spin multiplicity	1
SMILES	[H]/N=C(/C#N)[C@H](C#N)/N=C\N

Structure (XYZ):
```
15
C5H5N5 | the Open Molecules 2025 dataset | ωB97M-V/def2-TZVPD
C 1.770 -0.430 0.188
C -0.385 0.171 0.875
C -0.341 1.590 0.384
C -1.391 -0.652 0.057
C -2.724 -0.027 -0.121
H 2.785 0.304 -1.402
H 1.148 0.901 -1.205
H 2.719 -1.005 0.230
H -0.857 0.260 1.868
H -0.283 -2.154 -0.175
N 1.875 0.232 -0.972
N 0.847 -0.507 1.044
N -0.206 2.631 -0.082
N -1.219 -1.807 -0.406
N -3.737 0.495 -0.281
```

***

Stability ranking, top and bottom: <1> is the most stable and <2> is the least stable.

***

<1>
Molecular formula: C4H9FOS
Method: DFT, ωB97M-V/def2-TZVPD

Values from the calculation:
Kohn-Sham gap	8.6	eV
E_HOMO	-8.0	eV
spin multiplicity	1
SMILES	C=[S@@H](=O)C(C)(C)F

Structure (XYZ):
```
16
C4H9FOS | the Open Molecules 2025 dataset | ωB97M-V/def2-TZVPD
C 2.362 -0.964 -1.049
C -0.801 1.373 0.940
C -1.664 -0.718 -0.145
C -0.635 0.303 -0.033
O 2.001 0.798 0.585
F -0.541 0.867 -1.243
S 1.314 -0.288 0.037
H 2.180 -1.895 -1.491
H 2.970 -0.222 -1.582
H -0.799 1.055 1.905
H -1.689 1.953 0.841
H -0.051 2.054 0.849
H -1.192 -1.706 -0.258
H -2.420 -0.727 0.719
H -2.242 -0.618 -1.043
H 1.208 -1.263 0.968
```

***

<2>
Molecular formula: C4H9FOS
Method: DFT, ωB97M-V/def2-TZVPD

Values from the calculation:
Kohn-Sham gap	9.0	eV
E_HOMO	-8.5	eV
spin multiplicity	1
SMILES	C=[S@@H](=O)C(C)(C)F

Structure (XYZ):
```
16
C4H9FOS | the Open Molecules 2025 dataset | ωB97M-V/def2-TZVPD
C 0.533 -1.054 2.322
C -1.213 0.410 -1.410
C 1.296 0.516 -0.809
C -0.137 0.538 -0.381
O -1.831 -0.816 1.244
F -0.425 1.791 0.410
S -0.419 -0.766 0.988
H 0.217 -0.438 3.148
H 1.575 -0.953 2.064
H -2.178 0.510 -0.917
H -1.155 -0.570 -1.876
H -1.120 1.182 -2.172
H 1.901 1.108 -0.129
H 1.653 -0.514 -0.790
H 1.422 0.901 -1.823
H -0.118 -1.845 0.131
```

***

Stability ranking, top and bottom: <2> is the most stable and <1> is the least stable.